{"formula": "C6H13N", "method": "ωB97M-V with the def2-TZVPD basis set", "species": ["C", "C", "C", "N", "C", "C", "C", "H", "H", "H", "H", "H", "H", "H", "H", "H", "H", "H", "H", "H"], "positions_angstrom": [[2.8184, -0.2967, 0.9257], [0.2429, -0.9075, -1.2764], [0.5380, 0.5578, -1.4975], [-0.6769, 0.1864, -0.7974], [-2.0259, 0.6997, -0.8232], [-1.2766, 0.5162, 0.4700], [-1.5697, -0.6487, 1.3748], [2.5674, 0.7093, 1.2795], [3.6333, -0.2246, 0.1993], [3.1454, -0.9032, 1.7743], [-0.2229, -1.3182, -2.1829], [1.9543, -0.7655, 0.4375], [0.3329, 1.0847, -2.4337], [1.2875, 1.0526, -0.8751], [-2.8016, -0.0169, -1.0813], [-2.1502, 1.7030, -1.2240], [-0.8801, 1.4179, 0.9354], [-2.2851, -0.3643, 2.1525], [-1.9845, -1.4808, 0.7982], [-0.6467, -1.0009, 1.8446]], "forces_ev_per_a": [[-0.003, -0.008, 0.009], [-0.121, -0.165, -0.293], [0.075, 0.275, 0.028], [0.034, 0.073, 0.021], [-0.222, 0.006, -0.158], [0.077, 0.047, 0.228], [-0.020, -0.017, -0.004], [0.038, -0.159, -0.029], [-0.092, -0.001, 0.122], [-0.035, 0.091, -0.109], [0.011, 0.092, 0.086], [0.183, 0.082, 0.125], [0.038, -0.132, 0.114], [-0.096, -0.131, -0.100], [0.128, 0.082, 0.054], [0.026, -0.167, 0.062], [-0.086, -0.130, -0.080], [0.107, -0.021, -0.100], [0.072, 0.118, 0.076], [-0.114, 0.065, -0.052]], "charge": 0, "e_homo_ev": -7.20}